{"formula": "C4H5ClS", "method": "ωB97M-V/def2-TZVPD", "lumo_ev": -0.879, "spin_multiplicity": 1, "de_lowest_kcal_mol": 33.3, "gap_ha": 0.29429, "smiles": "C=C(C=S)CCl", "elements": ["C", "C", "H", "Cl", "C", "H", "S", "H", "H", "C", "H"], "coordinates": [[-1.3254, 0.1951, -0.5567], [0.8019, 1.2715, 0.0501], [-1.8542, -0.7596, -0.9208], [1.8984, -1.8559, -0.0352], [-0.0774, 0.1298, -0.1531], [-0.4719, -1.9000, 0.1329], [0.3518, 2.8079, 0.2169], [-1.8822, 1.1673, -0.6333], [1.9131, 1.0972, -0.0324], [0.3717, -1.1900, 0.4370], [0.2741, -0.9633, 1.4945]], "lowdin_charge": [0.041, -0.650, 0.104, 0.601, -0.494, 0.093, 0.707, 0.077, 0.064, -0.633, 0.090]}

---

{"formula": "C3H3NOS", "method": "ωB97M-V/def2-TZVPD", "lumo_ev": -0.713, "spin_multiplicity": 1, "de_lowest_kcal_mol": 16.8, "gap_ha": 0.34039, "smiles": "N#CC(=O)CS", "elements": ["H", "C", "H", "O", "N", "C", "H", "C", "S"], "coordinates": [[1.4716, 1.5294, 0.2333], [-1.3331, 0.7017, 0.0555], [1.0338, -1.7181, 0.4566], [-1.3809, -1.6180, -0.3726], [-1.8482, 1.7394, 0.0415], [0.6791, -0.7280, 0.6410], [0.6214, -0.4700, 1.7406], [-0.7619, -0.6494, 0.0292], [1.8346, 0.3426, -0.2559]], "lowdin_charge": [-0.141, -0.149, 0.058, 0.119, 0.191, -0.482, 0.109, -0.440, 0.735]}

---

{"formula": "C30H20Cl2F5N5OReS", "method": "ωB97M-V/def2-TZVPD", "lumo_ev": [-8.416, -8.300], "spin_multiplicity": 2, "de_lowest_kcal_mol": 30.4, "gap_ha": [0.18678, 0.18908], "charge": 2, "elements": ["N", "C", "H", "Cl", "C", "F", "C", "C", "C", "H", "C", "H", "C", "C", "F", "C", "H", "H", "C", "C", "N", "O", "N", "H", "H", "H", "C", "H", "C", "H", "N", "C", "C", "C", "H", "N", "F", "H", "H", "H", "C", "C", "C", "Cl", "C", "S", "H", "H", "H", "C", "C", "C", "C", "C", "H", "C", "C", "H", "Re", "C", "H", "F", "C", "C", "F"], "coordinates": [[-1.6313, 0.7287, -0.5660], [2.6776, -4.3470, 2.8317], [1.7459, -4.5542, 3.3542], [0.9504, 1.7734, -4.5105], [0.7601, -0.1915, -2.6810], [0.8174, -3.1400, 4.6249], [-1.9676, 2.0150, -0.1685], [0.2041, 4.2970, 3.6820], [-0.5119, -0.9839, 1.9786], [-3.5277, 3.4806, -0.6532], [0.6778, -1.5859, -2.3295], [-2.4119, -0.7255, -1.8751], [0.7775, -2.5906, -3.2716], [0.7987, -3.9275, -2.7807], [1.9386, -1.1071, 1.1071], [-3.0631, 2.5138, -0.7786], [1.5978, 4.4847, 5.2763], [4.3832, -2.1446, 3.7085], [1.5375, -2.3248, 1.7994], [0.8299, -3.0449, -0.5377], [0.5950, -1.8038, -0.9902], [0.7722, 0.6662, -1.7466], [-0.0292, 1.7576, 1.1578], [3.4907, -4.6013, 3.5123], [2.2486, 1.0650, 2.7535], [1.0022, -0.5957, -6.0643], [0.8391, -4.1488, -1.4446], [2.8734, 2.4639, 4.7095], [2.0218, 2.7348, 4.0986], [4.2437, -1.8320, 1.0578], [-1.1786, 3.5642, 1.6753], [-1.9187, -0.9412, 3.9609], [1.2934, 3.8932, 4.4235], [0.3594, -1.8741, 2.6451], [4.8145, -3.3720, 1.6892], [1.0583, -3.2531, 0.7603], [-1.3054, -2.2051, 5.8330], [0.9212, -5.1551, -1.0511], [-0.3520, 5.1916, 3.9317], [3.1758, -0.9302, 3.3275], [-1.0606, -1.8080, 4.5982], [0.8745, 0.1381, -4.0711], [3.9387, -2.8478, 1.3055], [0.9820, -3.3883, -5.8419], [1.6809, 1.9464, 3.0204], [-3.6979, 1.3606, -1.8658], [2.8107, -2.2157, 4.4898], [-1.9000, 4.2670, 1.6569], [0.8341, -4.7582, -3.4741], [0.8833, -2.2012, -4.6382], [-1.0717, 2.5171, 0.8555], [2.8498, -2.8791, 2.3959], [3.3153, -1.9877, 3.5550], [0.9205, -0.8583, -5.0182], [3.6315, -3.3584, 0.3901], [0.5789, 2.3439, 2.2709], [-2.4743, 0.2680, -1.4533], [1.1869, -4.2180, 1.0260], [0.1492, -0.0783, 0.1844], [-1.6262, -0.5591, 2.6632], [2.7692, -5.0287, 1.9795], [-2.4839, 0.3175, 2.0967], [0.0691, -2.2731, 3.9356], [-0.1351, 3.4927, 2.6004], [-2.9903, -0.4809, 4.5799]], "lowdin_spin": [-0.001, 0.000, 0.000, 0.005, 0.006, -0.004, 0.000, 0.001, -0.012, 0.000, 0.008, 0.000, 0.000, 0.000, 0.002, 0.002, 0.000, 0.000, 0.004, 0.003, 0.008, 0.053, 0.007, 0.000, 0.000, 0.000, -0.001, 0.000, 0.001, 0.000, 0.013, -0.007, 0.000, 0.025, 0.000, 0.000, 0.013, 0.000, 0.000, 0.000, 0.038, 0.012, 0.000, 0.008, 0.001, 0.001, 0.000, 0.000, 0.000, 0.018, 0.019, 0.000, 0.000, -0.002, 0.000, 0.000, -0.005, 0.000, 0.749, 0.034, 0.000, 0.011, -0.003, 0.000, -0.006]}

---

{"formula": "C14H26ClF4IN2O3P", "method": "ωB97M-V/def2-TZVPD", "lumo_ev": -3.410, "spin_multiplicity": 1, "gap_ha": 0.31341, "charge": 1, "elements": ["N", "H", "H", "C", "H", "C", "P", "H", "C", "H", "C", "N", "C", "C", "H", "C", "H", "H", "H", "C", "H", "C", "H", "H", "C", "C", "C", "H", "H", "C", "I", "H", "H", "H", "H", "H", "H", "O", "H", "F", "O", "F", "F", "O", "Cl", "H", "H", "F", "C", "H", "H", "H"], "coordinates": [[6.1690, -1.5692, 0.2769], [0.8256, -1.7227, -0.8825], [-3.0805, 1.0783, -2.0405], [0.9292, 2.4424, 0.2248], [5.2300, 0.2301, -0.2027], [-1.2972, -1.0120, 0.9816], [-0.9919, -0.3290, 3.7452], [-0.9344, 0.1107, -2.9257], [-3.2474, 0.1900, -4.0387], [-1.3779, -2.4708, -1.3822], [0.5886, 0.2505, 4.4769], [-0.9162, -0.6421, -0.4578], [-2.4079, -1.0855, -3.9363], [1.4097, -0.1525, 0.4996], [-3.0489, -1.9217, -3.6320], [-2.0271, 1.1866, 4.0118], [-0.8107, 0.9534, 1.6103], [6.0570, 0.2210, 1.3939], [-0.3650, -1.5073, -3.3142], [0.5701, -0.6877, -0.6669], [-2.9849, 0.8993, 4.4470], [1.9241, 1.2754, 0.2696], [-1.5185, 1.8635, 4.7003], [-4.0578, 0.0267, -4.7527], [-3.8429, 0.6631, -2.7125], [-1.6131, -1.4215, -1.5536], [-1.2290, -0.9457, -2.9553], [-1.2261, 0.3319, -0.5658], [-2.2224, 1.7337, 3.0886], [-0.5416, -0.0680, 1.9136], [-3.3955, -0.6927, 1.2363], [0.3908, 0.4180, 5.5385], [1.3789, 3.3370, -0.2049], [-2.0159, -1.3469, -4.9199], [-2.6201, 0.9806, -4.4645], [4.5230, -0.6731, 1.1651], [-4.5768, 1.4533, -2.8718], [0.8522, -0.2889, 1.7764], [-4.3603, -0.1483, -2.1913], [0.4502, 2.6994, 1.4481], [7.2768, -1.7628, 0.7206], [-0.1380, 2.0681, -0.5631], [2.8486, 1.5644, 1.2069], [5.5688, -2.3005, -0.4902], [-0.8565, -2.6938, 1.2489], [2.3241, -0.7530, 0.5086], [-2.6750, -1.2737, -1.3834], [2.5429, 1.2708, -0.9452], [5.4436, -0.3383, 0.6976], [0.7712, -0.0987, -1.5570], [0.9529, 1.1791, 4.0354], [1.3524, -0.5209, 4.3881]], "lowdin_charge": [-0.452, 0.144, 0.057, -0.242, 0.097, -1.146, 0.923, 0.118, -0.245, 0.119, -0.286, -0.137, -0.196, -0.188, 0.122, -0.310, 0.091, 0.101, 0.122, -0.040, 0.029, -0.417, 0.043, 0.114, -0.109, -0.167, -0.167, 0.133, 0.017, -0.595, 1.089, 0.049, 0.185, 0.116, 0.114, 0.080, 0.082, -0.114, 0.066, 0.114, 0.094, 0.066, 0.146, 0.052, 0.746, 0.167, 0.041, 0.117, 0.038, 0.131, 0.046, 0.042]}

---

{"formula": "CH5OS2", "method": "ωB97M-V/def2-TZVPD", "lumo_ev": [0.216, -2.454], "spin_multiplicity": 2, "de_lowest_kcal_mol": 0.0, "gap_ha": [0.35808, 0.26946], "elements": ["H", "S", "C", "S", "H", "H", "H", "H", "O"], "coordinates": [[-3.1877, 0.0133, -1.9250], [1.4714, -0.5637, 1.3186], [-2.2030, 0.3022, -1.5656], [0.5263, 0.8593, 0.2493], [-0.7198, -0.5714, -0.6955], [-1.6970, 0.8217, -2.3858], [2.6859, -0.5493, 0.7394], [-2.2801, 0.9595, -0.6975], [-1.4930, -0.8818, -1.1982]], "lowdin_spin": [0.000, 0.318, 0.003, 0.616, 0.016, 0.001, 0.010, 0.000, 0.037]}

---

{"formula": "C4H7FN2O", "method": "ωB97M-V/def2-TZVPD", "lumo_ev": 0.736, "spin_multiplicity": 1, "de_lowest_kcal_mol": 125.3, "gap_ha": 0.34103, "smiles": "[H]/N=C(\\N)C1(F)COC1", "elements": ["H", "H", "H", "F", "C", "N", "C", "H", "H", "H", "C", "O", "N", "H", "C"], "coordinates": [[2.7739, -1.0321, 0.0904], [0.7289, -2.4817, 0.0571], [-1.8256, 1.2267, 1.2831], [0.5443, 1.9089, -0.2760], [0.0525, 0.7285, 0.0565], [2.2395, -0.1660, 0.2439], [0.9524, -0.5135, 0.0451], [-0.8147, -1.4835, -0.4164], [-1.7457, 0.9171, -1.3033], [-0.9399, -0.6145, -1.8182], [-0.9750, 0.0960, -1.0087], [-1.7260, -0.6992, 0.1569], [0.3188, -1.6278, -0.1577], [-0.8505, 0.0411, 1.9642], [-1.0841, 0.4218, 1.0351]], "lowdin_charge": [0.022, 0.091, 0.145, 0.118, -0.370, 0.095, -0.478, 0.094, 0.154, 0.119, -0.022, -0.154, 0.099, 0.094, -0.007]}

---

{"formula": "CH3NO2S", "method": "ωB97M-V/def2-TZVPD", "lumo_ev": -1.070, "spin_multiplicity": 1, "de_lowest_kcal_mol": 57.0, "gap_ha": 0.33084, "elements": ["O", "H", "S", "H", "H", "O", "N", "C"], "coordinates": [[2.0457, -0.3393, -0.4700], [0.9885, -2.0990, -0.0642], [-0.7083, -0.2141, -0.6605], [-1.1193, 1.8426, -0.0329], [-0.1278, 1.4131, 1.1811], [-1.6717, -0.9751, 0.1596], [-0.2972, 1.3869, 0.1706], [0.8901, -1.0151, -0.2836]], "lowdin_charge": [-0.094, 0.102, 0.921, -0.032, 0.059, -0.537, -0.140, -0.279]}

---

{"formula": "C2H6Cl2NPS", "method": "ωB97M-V/def2-TZVPD", "lumo_ev": 0.669, "spin_multiplicity": 1, "de_lowest_kcal_mol": 26.8, "gap_ha": 0.35848, "smiles": "CN(CS)P(Cl)Cl", "elements": ["Cl", "H", "C", "N", "H", "C", "S", "H", "H", "H", "H", "Cl", "P"], "coordinates": [[2.5315, 1.0587, 1.3874], [-2.0855, -0.6936, -0.9318], [-0.8328, 1.2746, 0.0375], [0.1923, 0.1343, -0.0226], [-0.8553, 1.6342, -1.0530], [-0.0960, -1.1789, 0.3275], [-1.3047, -1.7857, -1.0214], [-1.7521, 0.8281, 0.5161], [-0.2990, 2.0208, 0.7169], [0.7278, -1.9435, 0.2956], [-0.4916, -1.3055, 1.2377], [2.6407, -0.8211, -1.0121], [1.6248, 0.7776, -0.4778]], "lowdin_charge": [0.100, -0.184, -0.125, -0.633, 0.093, -0.574, 0.667, 0.093, 0.070, 0.057, 0.029, 0.258, 0.148]}

---

Asked for molecular weight across the records above, the calculation gives 120.604 101.130 850.694 539.696 97.184 118.111 93.107 178.024 g/mol in order.
Asked for max |F| across the records above, the calculation gives 2.9 1.9 3.0 0.3 1.3 7.3 9.0 4.3 eV/Å in order.
Asked for electronic energy across the records above, the calculation gives -27584.9062 -17531.2135 -92516.4868 -64834.8398 -24834.6862 -12001.6218 -17502.9980 -48830.7080 eV in order.